(a)
This record from OMol25 describes a molecular structure, C38H42AsF6NO5P2S5SbSiTi. The level of theory is the ωB97M-V functional and the def2-TZVPD basis.

XYZ file:
```
103
C38H42AsF6NO5P2S5SbSiTi the ωB97M-V functional and the def2-TZVPD basis
Ti -0.26167 1.41741 -0.14836
C -0.63977 -0.75149 3.85404
P 0.83213 0.08761 3.13334
C 1.12853 1.25321 4.53794
C 2.15603 -1.18679 3.55524
C 2.93863 -1.46599 2.28044
P 1.76173 -1.59939 0.83944
C 3.01683 -2.21439 -0.38526
C 1.04073 -3.25849 1.30114
H -0.45047 -1.11249 4.86574
H -0.92007 -1.57979 3.20674
H -1.44407 -0.01579 3.85444
H 0.99953 0.75131 5.49384
H 0.42963 2.08091 4.45134
H 2.14093 1.64141 4.46804
H 1.68743 -2.10299 3.92174
H 2.81313 -0.80409 4.34024
H 3.54293 -2.37479 2.36874
H 3.60753 -0.63019 2.06264
H 3.53083 -3.10119 -0.02026
H 3.73833 -1.42129 -0.56246
H 2.54053 -2.44389 -1.33486
H 1.79883 -3.90949 1.73674
H 0.61433 -3.73879 0.42094
H 0.24333 -3.09929 2.02514
S -4.45077 2.29531 2.09264
Sb -2.81117 3.37041 0.93754
S -2.84147 2.01261 -1.21586
S -0.86907 2.21531 1.92974
F -0.37677 0.20561 -5.41396
C 0.32983 0.00471 -4.30146
F 0.54973 -1.32059 -4.21686
F 1.52333 0.57661 -4.45576
S -0.56867 0.60521 -2.76416
O 0.50823 0.62341 -1.78626
O -1.50877 -0.46339 -2.56006
N -1.09997 1.93981 -3.23596
S -1.28967 3.15161 -2.10356
O -2.06877 4.33671 -2.36266
O -0.41207 3.06891 -0.86146
C 0.29843 3.85921 -2.99886
F 1.30483 2.95221 -2.78396
F 0.23473 4.02261 -4.33466
F 0.73043 5.03161 -2.50006
O -1.03977 -0.19339 0.20554
As -2.26577 -1.22849 -0.18406
C -1.67877 -2.78399 -1.19876
C -2.60767 -3.78159 -1.48186
C -2.24537 -4.85549 -2.27576
C -0.96447 -4.92509 -2.80126
C -0.04037 -3.93269 -2.51886
C -0.39447 -2.86849 -1.70536
C -2.80117 -2.09409 1.51244
C -2.51897 -3.44869 1.68124
C -2.95447 -4.13359 2.80164
C -3.67157 -3.46409 3.77884
C -3.91367 -2.10679 3.64274
C -3.47887 -1.41309 2.52174
C -4.02137 -0.80399 -0.95866
C -5.01137 -0.18789 -0.20596
C -6.24197 0.06921 -0.78856
C -6.49297 -0.30889 -2.09586
C -5.50377 -0.93569 -2.83616
C -4.26547 -1.18539 -2.27066
H -3.61007 -3.69679 -1.06966
H -2.95687 -5.63789 -2.49736
H -0.68817 -5.75659 -3.43336
H 0.95323 -3.98689 -2.93776
H 0.30193 -2.06759 -1.47326
H -1.95587 -3.97739 0.91904
H -2.74177 -5.19119 2.89254
H -4.05207 -4.00579 4.63304
H -4.45647 -1.57889 4.41134
H -3.66117 -0.34129 2.45984
H -4.82467 0.15601 0.80604
H -6.98547 0.59211 -0.21026
H -7.45667 -0.11759 -2.54736
H -5.68817 -1.21599 -3.86526
H -3.47647 -1.64439 -2.85516
C 2.67713 6.59311 -0.32256
C 3.45123 5.66551 -0.99756
C 3.26863 4.31351 -0.76986
C 2.31793 3.85681 0.13874
C 1.51453 4.80331 0.77564
C 1.69253 6.15571 0.54994
Si 2.09733 1.99701 0.57224
C 3.74133 1.30631 -0.12806
C 4.89553 1.32261 0.64594
C 6.12663 0.98151 0.11904
C 6.23183 0.62581 -1.21466
C 5.09363 0.59761 -2.00336
C 3.86323 0.93161 -1.46176
H 2.84093 7.65121 -0.48096
H 4.19893 5.99291 -1.70856
H 3.88623 3.60091 -1.30136
H 0.74803 4.45821 1.46684
H 1.06763 6.87411 1.06314
H 2.48473 2.12301 2.03554
H 4.82263 1.63431 1.67664
H 7.00803 1.02161 0.74314
H 7.19713 0.38671 -1.63796
H 5.17053 0.32961 -3.04846
H 2.98683 0.92011 -2.09736
```

Charge: -1

Atomic partial charges in e from the Löwdin method, atoms 1 to 99: number 1, Ti, carries 0.352; number 2, C, carries -0.289; number 3, P, carries 0.731; number 4, C, carries -0.307; number 5, C, carries -0.408; number 6, C, carries -0.437; number 7, P, carries 0.862; number 8, C, carries -0.264; number 9, C, carries -0.260; number 10, H, carries 0.044; number 11, H, carries 0.004; number 12, H, carries 0.024; number 13, H, carries 0.031; number 14, H, carries 0.004; number 15, H, carries 0.023; number 16, H, carries 0.065; number 17, H, carries 0.070; number 18, H, carries 0.075; number 19, H, carries 0.054; number 20, H, carries 0.037; number 21, H, carries 0.011; number 22, H, carries 0.019; number 23, H, carries 0.042; number 24, H, carries 0.017; number 25, H, carries 0.009; number 26, S, carries -0.250; number 27, Sb, carries 0.506; number 28, S, carries 0.407; number 29, S, carries 0.060; number 30, F, carries 0.145; number 31, C, carries -0.621; number 32, F, carries 0.120; number 33, F, carries 0.144; number 34, S, carries 0.542; number 35, O, carries -0.407; number 36, O, carries -0.352; number 37, N, carries -0.338; number 38, S, carries 0.300; number 39, O, carries -0.358; number 40, O, carries -0.636; number 41, C, carries -0.592; number 42, F, carries 0.049; number 43, F, carries 0.106; number 44, F, carries 0.118; number 45, O, carries -0.619; number 46, As, carries 1.321; number 47, C, carries -0.307; number 48, C, carries -0.113; number 49, C, carries -0.073; number 50, C, carries -0.075; number 51, C, carries -0.069; number 52, C, carries -0.127; number 53, C, carries -0.258; number 54, C, carries -0.124; number 55, C, carries -0.080; number 56, C, carries -0.082; number 57, C, carries -0.071; number 58, C, carries -0.114; number 59, C, carries -0.333; number 60, C, carries -0.151; number 61, C, carries -0.066; number 62, C, carries -0.077; number 63, C, carries -0.070; number 64, C, carries -0.115; number 65, H, carries 0.117; number 66, H, carries 0.103; number 67, H, carries 0.102; number 68, H, carries 0.108; number 69, H, carries 0.068; number 70, H, carries 0.086; number 71, H, carries 0.103; number 72, H, carries 0.100; number 73, H, carries 0.109; number 74, H, carries 0.040; number 75, H, carries -0.008; number 76, H, carries 0.108; number 77, H, carries 0.101; number 78, H, carries 0.104; number 79, H, carries 0.098; number 80, C, carries -0.110; number 81, C, carries -0.102; number 82, C, carries -0.108; number 83, C, carries -0.314; number 84, C, carries -0.126; number 85, C, carries -0.092; number 86, Si, carries 0.662; number 87, C, carries -0.348; number 88, C, carries -0.128; number 89, C, carries -0.093; number 90, C, carries -0.101; number 91, C, carries -0.094; number 92, C, carries -0.134; number 93, H, carries 0.092; number 94, H, carries 0.096; number 95, H, carries 0.094; number 96, H, carries 0.060; number 97, H, carries 0.097; number 98, H, carries -0.009; number 99, H, carries 0.092



(b)
This record from OMol25 describes a molecular structure, C38H42AsF6NO5P2S5SbSiTi. The level of theory is the ωB97M-V functional and the def2-TZVPD basis.

XYZ file:
```
103
C38H42AsF6NO5P2S5SbSiTi the ωB97M-V functional and the def2-TZVPD basis
Ti -0.18065 -1.26658 -0.19519
C -3.01961 1.95834 -2.06266
P -1.59673 0.83896 -2.38570
C -0.80166 1.75757 -3.76300
C -2.50431 -0.41628 -3.39742
C -3.55991 -1.21700 -2.60603
P -2.90945 -2.41212 -1.31594
C -3.56293 -3.97114 -2.03805
C -4.17806 -2.17560 -0.02280
H -3.59371 2.13562 -2.97677
H -2.67057 2.91538 -1.66947
H -3.67474 1.50979 -1.31629
H -1.52922 2.04587 -4.52670
H -0.03829 1.12305 -4.21700
H -0.30771 2.65380 -3.38281
H -1.77432 -1.09950 -3.83703
H -2.98676 0.12562 -4.21849
H -4.15125 -1.80847 -3.30732
H -4.24058 -0.52246 -2.10881
H -4.64230 -3.87572 -2.17623
H -3.35041 -4.79923 -1.36296
H -3.08509 -4.16913 -2.99439
H -5.17507 -2.23057 -0.46630
H -4.04766 -1.21227 0.46656
H -4.07139 -2.96440 0.72387
S 5.00373 -1.50569 2.61563
Sb 2.75101 -1.66960 2.33618
S 0.77070 0.58412 0.77805
S 2.60060 -1.76149 -0.31442
F 1.80820 -2.16287 -4.10922
C 1.64309 -3.31029 -3.44592
F 2.73480 -3.59456 -2.76879
F 1.42885 -4.28308 -4.33449
S 0.10936 -3.15191 -2.39394
O 0.14120 -1.64626 -2.04415
O -0.90486 -3.42345 -3.37676
N 0.31976 -4.07407 -1.19634
S -0.24617 -4.17932 0.42643
O -1.68440 -4.38080 0.41521
O 0.02766 -2.63574 0.96871
C 2.70277 -3.93145 2.41894
F 1.54872 -4.33763 3.05404
F 2.71090 -4.58888 1.23525
F 3.69998 -4.45775 3.14133
O -1.76010 -0.43362 0.41572
As -1.44676 0.76169 1.68178
C -1.27573 2.70532 1.56621
C -1.55774 3.41590 2.72576
C -1.23996 4.76680 2.80820
C -0.67328 5.41079 1.71946
C -0.41413 4.70306 0.55038
C -0.68956 3.34588 0.48131
C -0.78932 -0.01662 3.32050
C -1.06019 -1.35769 3.56245
C -0.48590 -1.98782 4.65963
C 0.34653 -1.27799 5.51143
C 0.63018 0.05789 5.25425
C 0.07689 0.68548 4.14971
C -3.37260 0.88366 2.18593
C -3.95807 0.20894 3.25279
C -5.30153 0.39386 3.56595
C -6.08480 1.25568 2.81509
C -5.51679 1.93643 1.74561
C -4.17558 1.75354 1.44515
H -2.03389 2.92014 3.56488
H -1.43317 5.31089 3.72421
H -0.42305 6.46229 1.78210
H 0.03523 5.20224 -0.29874
H -0.41298 2.77513 -0.39663
H -1.68683 -1.92199 2.88108
H -0.67625 -3.03873 4.83490
H 0.79946 -1.77260 6.36115
H 1.30769 0.60290 5.89933
H 0.34455 1.70939 3.91634
H -3.37508 -0.46281 3.86347
H -5.73279 -0.13761 4.40538
H -7.12677 1.40690 3.06801
H -6.11561 2.61817 1.15387
H -3.74266 2.31864 0.62937
C 4.34708 4.06051 0.83123
C 4.61899 2.86587 1.48538
C 4.28899 1.65007 0.89868
C 3.67083 1.61209 -0.35136
C 3.41311 2.82178 -1.00378
C 3.74898 4.03758 -0.42227
Si 3.15322 0.07940 -1.27450
C 4.55262 -0.42306 -2.41203
C 5.64714 -1.13617 -1.91179
C 6.69118 -1.51333 -2.74385
C 6.65562 -1.19001 -4.09585
C 5.57793 -0.48447 -4.61008
C 4.53605 -0.10402 -3.77032
H 4.60166 5.00628 1.29444
H 5.08669 2.87242 2.46248
H 4.51920 0.73085 1.42756
H 2.93533 2.81726 -1.97938
H 3.53764 4.96428 -0.94311
H 2.02335 0.49146 -2.13954
H 5.67442 -1.41021 -0.86064
H 7.52879 -2.06828 -2.33970
H 7.46454 -1.49638 -4.74805
H 5.54290 -0.23802 -5.66447
H 3.69079 0.43715 -4.18390
```

Charge: -1

Atomic partial charges in e from the Löwdin method, atoms 1 to 99: number 1, Ti, carries 0.501; number 2, C, carries -0.281; number 3, P, carries 0.873; number 4, C, carries -0.285; number 5, C, carries -0.415; number 6, C, carries -0.370; number 7, P, carries 0.892; number 8, C, carries -0.267; number 9, C, carries -0.262; number 10, H, carries 0.045; number 11, H, carries 0.030; number 12, H, carries 0.010; number 13, H, carries 0.035; number 14, H, carries 0.035; number 15, H, carries 0.030; number 16, H, carries 0.058; number 17, H, carries 0.074; number 18, H, carries 0.074; number 19, H, carries 0.060; number 20, H, carries 0.038; number 21, H, carries 0.032; number 22, H, carries 0.026; number 23, H, carries 0.043; number 24, H, carries 0.011; number 25, H, carries 0.045; number 26, S, carries -0.213; number 27, Sb, carries 0.816; number 28, S, carries 0.309; number 29, S, carries 0.277; number 30, F, carries 0.132; number 31, C, carries -0.678; number 32, F, carries 0.135; number 33, F, carries 0.134; number 34, S, carries 0.585; number 35, O, carries -0.568; number 36, O, carries -0.306; number 37, N, carries -0.394; number 38, S, carries 0.846; number 39, O, carries -0.482; number 40, O, carries -0.668; number 41, C, carries -0.804; number 42, F, carries -0.021; number 43, F, carries 0.009; number 44, F, carries 0.023; number 45, O, carries -0.680; number 46, As, carries 1.007; number 47, C, carries -0.344; number 48, C, carries -0.107; number 49, C, carries -0.081; number 50, C, carries -0.088; number 51, C, carries -0.073; number 52, C, carries -0.138; number 53, C, carries -0.357; number 54, C, carries -0.127; number 55, C, carries -0.080; number 56, C, carries -0.095; number 57, C, carries -0.091; number 58, C, carries -0.116; number 59, C, carries -0.281; number 60, C, carries -0.085; number 61, C, carries -0.086; number 62, C, carries -0.098; number 63, C, carries -0.083; number 64, C, carries -0.116; number 65, H, carries 0.110; number 66, H, carries 0.101; number 67, H, carries 0.099; number 68, H, carries 0.103; number 69, H, carries 0.059; number 70, H, carries 0.108; number 71, H, carries 0.110; number 72, H, carries 0.104; number 73, H, carries 0.105; number 74, H, carries 0.103; number 75, H, carries 0.087; number 76, H, carries 0.099; number 77, H, carries 0.096; number 78, H, carries 0.100; number 79, H, carries 0.079; number 80, C, carries -0.103; number 81, C, carries -0.081; number 82, C, carries -0.111; number 83, C, carries -0.335; number 84, C, carries -0.122; number 85, C, carries -0.105; number 86, Si, carries 0.328; number 87, C, carries -0.317; number 88, C, carries -0.096; number 89, C, carries -0.087; number 90, C, carries -0.105; number 91, C, carries -0.102; number 92, C, carries -0.114; number 93, H, carries 0.092; number 94, H, carries 0.102; number 95, H, carries -0.013; number 96, H, carries 0.090; number 97, H, carries 0.093; number 98, H, carries 0.004; number 99, H, carries 0.092



Energy relative to the most stable one, in kJ/mol: (a) 378.2; (b) 0.0



(a)
This record from OMol25 describes a molecular structure, C8H9N4. The level of theory is the ωB97M-V functional and the def2-TZVPD basis.

XYZ file:
```
21
C8H9N4 the ωB97M-V functional and the def2-TZVPD basis
C 1.41820 -1.89644 -0.62673
C -2.75102 -0.88620 0.56480
C -3.07407 -0.23640 -0.60834
C -1.39969 -1.16382 0.88646
C -2.09340 0.53089 -1.18860
C -0.44813 -0.51060 0.15004
C 1.95842 0.31938 -0.03359
C 1.05806 -0.82568 0.28648
N 1.67179 -2.71858 -1.39137
N -0.84490 0.40423 -0.74656
N 3.09375 0.31770 0.59734
N 1.50997 1.13061 -0.92094
H -3.49760 -1.31711 1.16938
H -4.21254 -0.06894 -0.82894
H -1.12377 -1.84430 1.78783
H -2.33754 1.35649 -1.97128
H 1.13840 -1.14040 1.27436
H 3.17016 -0.39120 1.18306
H 3.85548 1.08184 0.42056
H 0.40538 0.90875 -0.92763
H 2.04452 1.99504 -1.20347
```

Charge: +1

How positive or negative is each atom? The Löwdin charges in e answer that: number 1, C, carries -0.145; number 2, C, carries -0.022; number 3, C, carries -0.041; number 4, C, carries 0.020; number 5, C, carries -0.064; number 6, C, carries -0.211; number 7, C, carries -0.397; number 8, C, carries -0.151; number 9, N, carries 0.220; number 10, N, carries 0.073; number 11, N, carries 0.247; number 12, N, carries 0.219; number 13, H, carries 0.106; number 14, H, carries 0.164; number 15, H, carries 0.167; number 16, H, carries 0.169; number 17, H, carries 0.135; number 18, H, carries 0.067; number 19, H, carries 0.217; number 20, H, carries 0.052; number 21, H, carries 0.176



(b)
This record from OMol25 describes a gas-phase ion, C8H9N4 (charge +1). The level of theory is the ωB97M-V functional and the def2-TZVPD basis.

XYZ file:
```
21
C8H9N4 the ωB97M-V functional and the def2-TZVPD basis
C 0.68889 0.03624 0.81671
C 1.31860 0.03696 -1.44115
C -0.68975 -0.63678 0.56009
C 0.42160 1.42346 0.20294
C 0.29745 1.02463 -1.18218
C 1.62400 -0.53814 -0.21539
C -1.52007 -0.06913 -0.53588
C 0.45378 2.45136 0.99467
N -0.97507 0.84600 -1.58022
N -2.82733 -0.19577 -0.50640
N 2.43171 -1.67117 -0.18302
N -3.61473 -0.77816 0.29282
H 1.08811 -0.16155 1.76378
H 1.58313 -0.33003 -2.46270
H 0.52234 2.44178 2.12331
H 0.28512 3.53199 0.60642
H -1.35242 0.46213 -2.41951
H 2.90106 -2.00252 -0.99884
H 2.03758 -2.44336 0.30974
H -3.23697 -1.36175 1.12792
H -4.60504 -0.84517 0.20175
```

Charge: +1

How positive or negative is each atom? The Löwdin charges in e answer that: number 1, C, carries -0.202; number 2, C, carries 0.078; number 3, C, carries 0.205; number 4, C, carries -0.243; number 5, C, carries -0.132; number 6, C, carries -0.198; number 7, C, carries -0.290; number 8, C, carries 0.118; number 9, N, carries 0.141; number 10, N, carries 0.050; number 11, N, carries 0.183; number 12, N, carries 0.112; number 13, H, carries 0.130; number 14, H, carries 0.152; number 15, H, carries 0.113; number 16, H, carries 0.121; number 17, H, carries 0.142; number 18, H, carries 0.110; number 19, H, carries 0.111; number 20, H, carries 0.172; number 21, H, carries 0.126



Energy relative to the most stable one, in kJ/mol: (a) 0.0; (b) 652.2